Record 1
ORCA calculation (the ωB97M-V functional and the def2-TZVPD basis) on a single C5H8O2 molecule at a distorted geometry.

Cartesian coordinates (Å):
O1 -2.538 -1.014 0.200
O2 -0.195 -1.840 -0.288
C1 -1.896 1.233 0.005
C2 0.940 0.215 -0.453
C3 -0.175 -0.662 -0.264
C4 -1.614 0.001 0.053
C5 2.116 -0.137 0.391
H1 -2.179 -1.793 0.098
H2 0.856 1.275 -0.162
H3 1.308 0.398 -1.200
H4 -2.704 1.531 0.118
H5 1.790 0.103 1.344
H6 -1.052 1.810 -0.513
H7 2.253 -1.347 0.554
H8 3.089 0.227 0.115

Its total energy is -345.60060 Eh. As for the total charge: 0. As for the SMILES: C=C(O)C(=O)CC. As for the HOMO energy: -9.605 eV.


Record 2
ORCA calculation (the ωB97M-V functional and the def2-TZVPD basis) on a molecular structure, C5H8O2.

Cartesian coordinates (Å):
O1 0.985 0.518 1.012
O2 3.076 -0.257 0.456
C1 -0.910 1.297 -0.378
C2 -0.952 -0.931 0.832
C3 0.928 -0.459 -0.868
C4 -0.112 0.107 0.114
C5 1.914 -0.102 0.231
H1 -0.247 2.085 -0.749
H2 -1.726 -1.332 0.170
H3 -1.538 1.712 0.417
H4 1.076 0.147 -1.767
H5 -1.435 -0.482 1.706
H6 0.853 -1.516 -1.134
H7 -1.563 0.980 -1.200
H8 -0.323 -1.759 1.179

Its total energy is -345.79995 Eh. As for the total charge: 0. As for the HOMO energy: -10.425 eV.


Record 3
ORCA calculation (the ωB97M-V functional and the def2-TZVPD basis) on 2 unconnected molecules or ions with the total composition C5H8O2 at a distorted geometry.

Cartesian coordinates (Å):
O1 -0.140 -1.790 1.205
O2 -1.937 -0.636 -0.556
C1 -0.844 0.101 -0.927
C2 0.641 -0.749 0.661
C3 -0.608 1.467 -1.415
C4 -0.323 0.450 -2.201
C5 0.842 0.506 1.462
H1 0.235 0.505 2.272
H2 1.938 0.624 1.823
H3 1.526 -0.974 0.013
H4 -1.705 -0.945 0.440
H5 0.608 1.353 0.760
H6 -0.079 -2.530 0.504
H7 0.199 0.221 -3.015
H8 -0.353 2.398 -1.027

Its total energy is -345.56463 Eh. As for the total charge: 0. As for the HOMO energy: -6.971 eV.


Record 4
ORCA calculation (the ωB97M-V functional and the def2-TZVPD basis) on a molecular structure, C5H8O2.

Cartesian coordinates (Å):
O1 -1.262 0.710 1.270
O2 -0.964 1.271 -1.549
C1 1.552 -0.942 -0.181
C2 -1.245 -0.398 0.386
C3 0.167 0.847 1.135
C4 0.252 -0.238 0.078
C5 -0.782 0.016 -0.972
H1 2.236 -0.176 -0.573
H2 1.485 -1.725 -0.941
H3 -1.799 1.636 -1.232
H4 2.010 -1.358 0.722
H5 -0.853 -0.815 -1.680
H6 0.489 1.856 0.862
H7 0.652 0.521 2.065
H8 -1.939 -1.205 0.610

Its total energy is -345.70565 Eh. As for the total charge: 0. As for the HOMO energy: -9.384 eV.